Record 1
Molecular formula: C21H36CaF6O18P
Method: DFT, ωB97M-V/def2-TZVPD

The calculation puts the highest occupied orbital energy at -11.848 eV. For the HOMO-LUMO gap, the calculation gives 7.28 eV.

Structure (ORCA input):
```
! wB97M-V def2-TZVPD RIJCOSX def2/J DEFGRID3
* xyz 1 1
Ca -13.212 17.516 16.360
P -9.482 17.207 15.100
F -10.730 17.373 16.199
F -10.330 16.021 14.322
F -10.063 18.350 14.149
F -8.272 17.037 14.126
F -8.574 18.268 16.000
F -8.961 15.840 15.885
C -6.981 13.236 13.626
C -6.506 12.799 15.048
C -7.511 12.771 16.169
O -7.185 11.560 16.864
C -6.084 10.993 16.254
O -5.554 9.954 16.520
O -5.729 11.668 15.140
H -6.156 13.727 13.109
H -7.933 13.753 13.744
H -7.089 12.363 12.984
H -5.708 13.476 15.351
H -8.473 12.561 15.702
H -7.640 13.707 16.713
C -11.223 11.438 16.767
C -11.605 12.087 15.491
C -12.873 11.905 14.719
O -13.139 13.195 14.145
C -12.615 14.117 15.029
O -12.865 15.316 15.134
O -11.903 13.418 15.881
H -11.931 11.568 17.585
H -10.227 11.631 17.166
H -11.338 10.402 16.451
H -10.800 12.082 14.757
H -13.659 11.447 15.321
H -12.691 11.178 13.928
C -8.053 16.789 10.810
C -9.336 15.904 11.004
C -10.571 16.741 10.613
O -11.250 15.811 9.798
C -10.367 14.999 9.248
O -10.532 14.377 8.197
O -9.300 14.899 9.975
H -8.173 17.602 11.526
H -7.999 17.305 9.852
H -7.171 16.202 11.067
H -9.610 15.372 11.915
H -10.455 17.617 9.975
H -11.216 17.065 11.430
C -10.007 15.089 18.608
O -11.240 14.465 19.035
C -12.404 15.119 18.868
O -12.606 16.083 18.133
O -13.408 14.611 19.659
C -13.293 13.300 20.339
H -10.298 15.336 17.587
H -9.088 14.505 18.576
H -9.779 15.890 19.311
H -13.380 13.489 21.409
H -12.329 12.811 20.196
H -14.049 12.516 20.307
C -12.627 21.804 16.922
O -12.322 21.697 15.504
C -12.189 20.568 14.777
O -12.520 19.434 15.167
O -11.839 20.876 13.497
C -12.004 20.043 12.378
H -11.783 21.679 17.600
H -13.352 21.082 17.298
H -13.086 22.764 17.157
H -11.196 20.134 11.652
H -12.950 20.461 12.034
H -12.277 19.002 12.556
C -7.192 20.553 13.355
O -7.860 20.224 12.142
C -7.570 20.883 11.043
O -6.890 21.913 11.001
O -8.103 20.233 10.083
C -8.079 20.776 8.758
H -7.782 20.216 14.208
H -6.928 21.610 13.407
H -6.260 19.992 13.417
H -8.061 19.953 8.044
H -7.140 21.327 8.697
H -8.894 21.492 8.654
*
```

Atom charges from the Mulliken analysis, given in e for atoms 1 to 2: atom 1 (Ca): 1.974, atom 2 (P): 1.406

Record 2
Molecular formula: C21H36P2PtTe
Method: DFT, ωB97M-V/def2-TZVPD

The calculation puts the highest occupied orbital energy (spin up / spin down) at -12.215 / -14.389 eV. For the energy above the lowest of the compared OMol25 structures with the same formula, charge and spin, the calculation gives 28.8 kcal per mole. For the HOMO-LUMO gap (spin up / spin down), the calculation gives 5.99 / 5.71 eV. Its expectation value of S² is 6.053.

Structure (ORCA input):
```
! wB97M-V def2-TZVPD RIJCOSX def2/J DEFGRID3
* xyz 2 5
P 0.446 -2.846 -1.070
P 0.309 3.373 1.164
C 1.478 0.861 -0.388
C 1.536 2.334 0.246
H 1.946 0.989 -1.409
H 2.170 0.172 0.145
H 2.529 2.320 0.820
H 1.711 3.063 -0.607
C -0.879 4.020 -0.118
H -1.693 4.553 0.430
H -1.348 3.232 -0.702
H -0.398 4.736 -0.785
C 1.260 4.874 1.641
H 0.669 5.786 1.508
H 2.172 4.944 1.020
H 1.552 4.787 2.691
C -0.714 -4.247 -1.004
H -0.510 -4.742 -0.056
H -0.570 -4.953 -1.824
H -1.762 -3.944 -0.988
C 2.098 -3.461 -0.744
H 2.823 -2.640 -0.768
H 2.379 -4.248 -1.479
H 2.038 -3.884 0.255
Pt -0.336 -0.515 -0.879
C -0.026 0.958 -2.677
C -1.304 0.654 -2.083
C -2.405 0.127 -3.035
C -1.925 -1.158 -3.729
C -1.157 -1.876 -2.672
C 0.245 -2.216 -2.838
C 1.210 -1.134 -3.372
C 0.614 0.219 -3.803
C -0.522 -1.871 1.173
H 0.279 2.022 -2.648
H -1.712 1.442 -1.459
H -2.726 0.875 -3.768
H -3.275 -0.117 -2.381
H -2.822 -1.710 -4.073
H -1.370 -0.964 -4.660
H -1.801 -2.708 -2.401
H 0.472 -3.159 -3.305
H 1.709 -1.543 -4.262
H 2.017 -0.939 -2.662
H 1.459 0.851 -4.141
H 0.013 0.097 -4.723
H -0.970 -1.409 2.088
H 0.379 -2.408 1.552
H -1.261 -2.641 0.862
Te -0.997 1.152 1.859
C -0.651 0.698 3.944
C -1.685 0.350 4.849
C -1.334 -0.052 6.145
C -0.002 -0.096 6.545
C 1.019 0.319 5.667
C 0.678 0.719 4.353
H -2.722 0.379 4.534
H -2.109 -0.342 6.869
H 0.286 -0.450 7.549
H 2.050 0.334 5.974
H 1.439 1.028 3.632
*
```

Atom charges from the Mulliken analysis, given in e for atoms 1 to 2: atom 1 (P): 0.394, atom 2 (P): 0.700

Record 3
Molecular formula: C21H37BrN4O4PtSSi3
Method: DFT, ωB97M-V/def2-TZVPD

The calculation puts the highest occupied orbital energy at -13.715 eV. For the energy above the lowest of the compared OMol25 structures with the same formula, charge and spin, the calculation gives 0.0 kcal per mole. For the HOMO-LUMO gap, the calculation gives 6.99 eV.

Structure (ORCA input):
```
! wB97M-V def2-TZVPD RIJCOSX def2/J DEFGRID3
* xyz 2 1
Pt -0.145 0.176 0.380
C -2.865 -1.447 0.009
O -1.667 -1.210 0.777
Si -0.723 -2.379 1.649
C -0.512 -3.837 0.536
C -1.744 -2.892 3.108
C 0.724 -1.166 1.798
Si 2.415 -1.984 1.357
C 3.888 -0.856 1.589
C 2.562 -3.394 2.578
C 2.438 -2.550 -0.425
Si 0.661 0.015 3.224
C -0.050 -0.445 4.874
C -1.736 1.118 2.702
C 2.073 1.161 3.595
H -3.518 -2.099 0.588
H -2.611 -1.918 -0.939
H -3.356 -0.493 -0.162
H -1.505 -4.244 0.322
H 0.056 -4.638 1.014
H -0.037 -3.591 -0.412
H -2.536 -3.552 2.744
H -2.220 -2.079 3.653
H -1.156 -3.479 3.819
H 3.944 -0.337 2.544
H 3.993 -0.126 0.786
H 4.767 -1.506 1.532
H 2.384 -3.067 3.607
H 3.576 -3.800 2.546
H 1.881 -4.221 2.367
H 1.771 -1.973 -1.069
H 2.187 -3.606 -0.530
H 3.451 -2.423 -0.814
H -0.931 -1.078 4.877
H -0.274 0.464 5.440
H 0.734 -0.967 5.431
H -2.312 0.200 2.629
H -0.070 2.252 2.120
H -1.843 2.825 3.546
H 2.817 0.632 4.195
H 1.693 1.975 4.218
H 2.566 1.577 2.720
C 0.441 5.035 -3.621
C 0.777 4.415 -2.321
N 0.915 5.036 -1.186
N 1.213 4.059 -0.301
C 1.256 2.848 -0.835
S 1.759 1.407 0.005
N 0.985 3.062 -2.140
N 0.978 2.062 -3.100
H 0.358 6.109 -3.485
H -0.508 4.651 -3.999
H 1.215 4.829 -4.361
H 1.425 4.296 0.656
H 1.779 2.169 -3.713
H 0.116 2.108 -3.632
Br -3.568 0.253 -7.547
C -2.804 0.254 -5.834
C -3.203 1.214 -4.909
C -2.637 1.214 -3.648
C -1.676 0.259 -3.314
C -1.286 -0.701 -4.248
C -1.849 -0.704 -5.511
C -1.063 0.272 -1.980
O -0.216 -0.609 -1.629
O -1.348 1.171 -1.118
H -3.955 1.943 -5.179
H -2.945 1.947 -2.912
H -0.539 -1.436 -3.979
H -1.556 -1.443 -6.244
O -2.310 1.976 3.500
C -0.527 1.264 2.064
*
```

Atom charges from the Mulliken analysis, given in e for atoms 1 to 2: atom 1 (Pt): 2.904, atom 2 (C): -1.102